1.
Molecular formula: C5H14N2O
Method: DFT, wB97M-V/def2-TZVPD

Calculated values
- 2S+1 = 2
- molar mass (g/mol) = 118.2
- energy above the lowest of the compared OMol25 structures with the same formula, charge and spin (eV) = 7.9124
- HOMO level (alpha / beta) (eV) = -14.0 / -13.8
- total charge = +1
- LUMO (alpha / beta) (Ha) = -0.223 / -0.318
- expectation value of S² = 1.76

CARTESIAN COORDINATES (ANGSTROEM)
C -1.35 0.46 -0.55
C -0.81 -0.29 0.73
C 0.67 -0.69 0.43
C 1.45 0.55 -0.03
N 1.27 1.72 0.92
N -1.66 -1.52 0.98
C -1.09 -2.66 0.30
O 0.49 2.82 -1.41
H -1.17 1.57 -0.83
H -2.46 0.40 -0.61
H -1.02 -0.15 -1.49
H -0.78 0.40 1.60
H 0.88 -1.45 -0.20
H 0.97 -1.35 1.28
H 2.51 0.36 0.08
H 1.32 0.65 -1.00
H 0.75 3.66 -1.79
H 2.20 2.23 1.04
H -0.20 -3.19 0.77
H -1.94 -3.36 0.31
H -0.84 -2.46 -0.78
H 0.80 2.32 0.26

Atom charges from the natural (NBO) analysis, given in e for atoms 1 to 2: atom 1 (C): -0.672, atom 2 (C): -0.136

2.
Molecular formula: C6H15N
Method: DFT, wB97M-V/def2-TZVPD

Calculated values
- molar mass (g/mol) = 101.2
- energy above the lowest of the compared OMol25 structures with the same formula, charge and spin (eV) = 5.7823
- HOMO level (eV) = -7.8
- LUMO (Ha) = -0.025

CARTESIAN COORDINATES (ANGSTROEM)
C 2.52 0.04 0.85
N 1.52 0.50 -0.12
C 0.58 -0.45 -0.41
C -0.77 0.22 -0.67
C -1.21 1.11 0.50
C -2.73 1.22 0.55
C 1.04 -1.49 -1.43
H 3.39 0.69 0.75
H 2.10 0.10 1.86
H 2.82 -1.00 0.68
H 0.62 -1.00 0.68
H -0.44 -1.57 0.73
H -1.56 -0.48 -0.95
H -0.61 0.87 -1.53
H -0.65 2.04 0.43
H -0.85 0.65 1.43
H -3.18 1.27 -0.44
H -3.10 0.31 1.03
H -3.10 2.05 1.15
H 1.29 -0.90 -2.31
H 2.00 -1.89 -1.12
H 0.31 -2.27 -1.66

Atom charges from the natural (NBO) analysis, given in e for atoms 1 to 2: atom 1 (C): -0.456, atom 2 (N): -0.443

3.
Molecular formula: C14H21Cl2NO4Sn
Method: DFT, wB97M-V/def2-TZVPD

Calculated values
- molar mass (g/mol) = 456.9
- energy above the lowest of the compared OMol25 structures with the same formula, charge and spin (eV) = 0.0000
- HOMO level (eV) = 0.8
- total charge = -2
- LUMO (Ha) = 0.153

CARTESIAN COORDINATES (ANGSTROEM)
C 2.08 -1.52 0.49
C 2.57 -0.21 0.22
C 2.01 0.24 -1.00
C 3.51 0.56 1.07
C 1.20 -0.81 -1.52
C 1.24 -1.90 -0.60
C 0.50 -3.17 -0.71
C 2.38 -2.32 1.69
C 2.21 1.57 -1.61
C 0.48 -0.75 -2.81
Sn -1.75 -0.40 1.49
Cl 0.10 0.96 2.10
Cl -1.58 -2.13 3.07
O -1.83 -1.23 -0.29
H 3.39 0.31 2.13
H 3.37 1.64 0.93
H 4.56 0.34 0.79
H 2.09 2.37 -0.86
H 1.48 1.75 -2.40
H 3.22 1.67 -2.05
H 0.15 0.28 -3.02
H -0.39 -1.41 -2.80
H 1.14 -1.06 -3.64
H -0.39 -3.05 -1.34
H 0.16 -3.55 0.26
H 1.14 -3.95 -1.17
H 2.31 -1.71 2.59
H 3.40 -2.72 1.64
H 1.69 -3.16 1.77
H -2.05 -0.47 -0.88
O -2.14 -4.37 1.27
H -3.12 -4.46 1.30
O -3.44 0.99 2.03
C -3.21 1.84 1.09
C -3.82 3.19 0.91
C -2.94 3.81 -0.16
C -1.89 2.74 -0.50
O -0.90 2.88 -1.21
N -2.25 1.59 0.19
H -4.86 3.09 0.58
H -3.83 3.75 1.85
H -3.53 4.05 -1.06
H -2.46 4.74 0.16

Atom charges from the natural (NBO) analysis, given in e for atoms 1 to 2: atom 1 (C): -0.139, atom 2 (C): -0.159

4.
Molecular formula: C26H67N9O14Zn2
Method: DFT, wB97M-V/def2-TZVPD

Calculated values
- molar mass (g/mol) = 860.7
- HOMO level (eV) = -7.1
- LUMO (Ha) = -0.025

CARTESIAN COORDINATES (ANGSTROEM)
Zn -1.40 1.37 1.03
Zn 1.20 -1.20 2.07
C -0.61 1.88 3.35
O -0.08 2.39 2.26
O -0.02 1.88 4.46
O -1.62 1.07 3.11
C 0.15 -0.43 -0.10
O 1.28 -1.06 -0.08
O -0.20 0.68 -0.62
O -0.34 -0.44 1.13
C 2.83 0.96 -2.95
O 3.65 1.68 -3.51
N 3.20 -0.23 -2.37
N 1.49 1.19 -2.94
H 2.53 -0.62 -1.73
H 4.09 -0.61 -2.63
H 1.16 2.06 -3.34
H 0.95 0.86 -2.14
C -3.48 -3.65 1.91
O -4.19 -4.41 1.29
N -2.55 -2.84 1.28
N -3.53 -3.49 3.27
H -1.97 -2.27 1.86
H -2.26 -3.18 0.38
H -4.25 -3.91 3.82
H -2.89 -2.82 3.65
C -5.96 2.95 1.62
O -4.85 3.63 1.10
C -3.84 3.82 2.06
C -2.58 4.33 1.37
N -2.08 3.37 0.40
C -0.89 3.92 -0.37
C -1.36 4.88 -1.46
O -2.41 4.25 -2.18
C -3.05 5.15 -3.07
H -6.57 3.50 2.35
H -5.70 2.00 2.10
H -6.62 2.75 0.78
H -3.49 2.94 2.61
H -4.11 4.59 2.79
H -1.82 4.56 2.12
H -2.83 5.28 0.88
H -2.68 3.37 -0.43
H -0.35 3.11 -0.86
H -0.25 4.42 0.36
H -0.55 5.18 -2.13
H -1.74 5.82 -1.03
H -2.37 5.38 -3.90
H -3.42 6.06 -2.60
H -3.83 4.57 -3.58
C 4.14 -2.54 0.38
C 3.50 -3.21 1.58
C 4.42 -4.18 2.29
O 5.42 -3.47 2.97
C 6.43 -4.28 3.56
N 2.96 -2.22 2.58
H 4.72 -1.66 0.68
H 3.38 -2.15 -0.30
H 4.78 -3.21 -0.19
H 2.63 -3.77 1.23
H 4.79 -4.94 1.59
H 3.83 -4.81 2.98
H 6.72 -5.09 2.89
H 6.01 -4.63 4.50
H 7.29 -3.67 3.79
H 3.11 -2.69 3.48
H 3.71 -1.53 2.71
C 2.76 2.34 0.89
C 3.23 1.06 1.56
C 4.48 1.28 2.38
O 4.82 0.05 3.02
C 5.91 0.16 3.91
N 2.15 0.60 2.51
H 2.35 3.06 1.61
H 1.91 2.09 0.25
H 3.57 2.79 0.32
H 3.35 0.25 0.84
H 4.30 2.05 3.14
H 5.31 1.52 1.71
H 5.71 0.83 4.75
H 6.80 0.60 3.45
H 6.10 -0.84 4.30
H 2.42 0.81 3.47
H 1.33 1.23 2.42
C -3.36 0.71 -1.89
C -4.14 0.71 -0.59
C -5.18 -0.42 -0.62
O -6.00 -0.32 0.53
C -6.76 -1.48 0.75
N -3.25 0.50 0.58
H -4.03 0.87 -2.75
H -2.86 -0.23 -2.09
H -2.71 1.59 -1.95
H -4.71 1.64 -0.51
H -4.68 -1.40 -0.64
H -5.78 -0.35 -1.54
H -6.17 -2.39 0.63
H -7.68 -1.59 0.17
H -6.96 -1.57 1.83
H -3.89 0.59 1.37
H -3.13 -0.52 0.59
C 2.73 -1.70 -6.06
C 1.61 -2.63 -5.66
C 0.98 -2.38 -4.31
O 0.14 -3.45 -3.92
C -0.53 -3.18 -2.72
N 0.52 -2.53 -6.66
H 3.25 -2.01 -6.96
H 3.54 -1.74 -5.31
H 2.42 -0.66 -6.20
H 2.03 -3.64 -5.76
H 0.45 -1.43 -4.40
H 1.74 -2.31 -3.52
H -1.22 -2.32 -2.78
H 0.20 -2.95 -1.94
H -1.20 -4.01 -2.48
H -0.32 -2.97 -6.32
H 0.83 -2.98 -7.51

Atom charges from the Mulliken analysis, given in e for atoms 1 to 2: atom 1 (Zn): 4.036, atom 2 (Zn): 0.304

5.
Molecular formula: C13H25I2O6P2S
Method: DFT, wB97M-V/def2-TZVPD

Calculated values
- molar mass (g/mol) = 625.2
- HOMO level (eV) = -12.2
- total charge = +1
- LUMO (Ha) = -0.142

CARTESIAN COORDINATES (ANGSTROEM)
C -0.92 -0.52 3.08
C -0.87 0.02 1.62
I -1.87 1.97 1.70
C 0.59 0.26 1.05
I 0.79 -0.51 -0.95
S 1.85 -0.35 2.26
P 2.29 -2.45 2.14
C 0.93 -3.44 1.36
C 3.94 -2.79 1.33
P 3.55 0.93 2.27
C 4.45 0.98 0.65
C 4.67 0.55 3.70
H -0.54 -1.55 3.18
H -0.49 0.16 3.80
H -1.99 -0.58 3.34
H -1.44 -0.65 0.98
H 0.69 1.35 0.97
H 1.09 -4.49 1.63
H 0.91 -3.41 0.26
H -0.03 -3.17 1.79
H 4.59 -1.92 1.25
H 3.76 -3.30 0.38
H 4.44 -3.52 1.98
H 4.81 0.02 0.27
H 5.33 1.61 0.81
H 3.84 1.45 -0.14
H 4.12 0.01 4.47
H 4.93 1.52 4.13
H 5.61 0.06 3.43
C -4.05 0.48 -1.29
C -5.37 0.78 -0.64
O -6.19 -0.29 -1.12
C -5.38 -1.32 -1.45
O -5.76 -2.41 -1.72
O -4.08 -0.94 -1.43
H -3.20 0.78 -0.68
H -3.95 0.94 -2.28
H -5.32 0.73 0.45
H -5.78 1.74 -0.94
C -0.24 2.39 -4.73
C -0.52 1.60 -3.48
O -1.86 1.99 -3.16
C -2.45 2.42 -4.30
O -3.60 2.65 -4.41
O -1.54 2.54 -5.30
H 0.43 1.88 -5.42
H 0.17 3.38 -4.51
H -0.50 0.52 -3.66
H 0.15 1.84 -2.67

Atom charges from the natural (NBO) analysis, given in e for atoms 1 to 2: atom 1 (C): -0.665, atom 2 (C): -0.340

6.
Molecular formula: C34H26BrN7ORe
Method: DFT, wB97M-V/def2-TZVPD

Calculated values
- molar mass (g/mol) = 814.7
- HOMO level (eV) = -15.6
- total charge = +3
- LUMO (Ha) = -0.387

CARTESIAN COORDINATES (ANGSTROEM)
Re 1.09 0.09 0.27
Br -3.54 4.19 4.20
C -2.53 2.88 3.33
C -3.14 1.71 2.88
C -2.42 0.72 2.24
C -1.07 0.94 2.03
O -0.30 -0.03 1.44
C -0.41 2.09 2.49
C 1.02 2.24 2.40
N 1.83 1.49 1.71
C 3.24 1.65 1.78
C 3.94 2.47 2.63
C 5.34 2.51 2.59
C 6.04 1.73 1.71
C 5.35 0.85 0.84
C 6.00 -0.01 -0.07
C 5.26 -0.84 -0.87
C 3.87 -0.82 -0.78
N 3.21 -0.02 0.07
C 3.94 0.82 0.88
C -1.17 3.06 3.16
H -4.21 1.57 3.04
H -2.88 -0.20 1.90
H 1.45 3.04 3.00
H 3.43 3.09 3.36
H 5.87 3.17 3.26
H 7.12 1.75 1.68
H 7.08 -0.01 -0.13
H 5.72 -1.52 -1.58
H 3.27 -1.45 -1.41
H -0.68 3.95 3.54
C 0.89 -3.06 0.80
C 0.46 -2.60 -0.54
N 0.78 -1.39 -1.07
C 0.15 -1.32 -2.32
C -0.54 -2.46 -2.51
N -0.34 -3.24 -1.38
C -1.30 -4.27 -0.93
N -2.46 -3.58 -0.44
N -2.27 -2.51 0.37
N -3.37 -1.91 0.56
C -4.36 -2.58 -0.13
C -5.74 -2.32 -0.23
C -6.47 -3.17 -1.02
C -5.87 -4.25 -1.70
C -4.52 -4.53 -1.61
C -3.78 -3.65 -0.81
H 1.74 -2.47 1.17
H 1.24 -4.10 0.77
H 0.06 -2.99 1.50
H 0.25 -0.46 -2.96
H -1.17 -2.78 -3.32
H -0.82 -4.87 -0.16
H -1.57 -4.91 -1.77
H -6.19 -1.50 0.31
H -7.53 -3.02 -1.13
H -6.49 -4.90 -2.30
H -4.08 -5.37 -2.12
C 0.68 1.42 -0.78
C 0.40 2.52 -1.59
C -0.79 3.25 -1.39
C -1.05 4.34 -2.20
C -0.15 4.69 -3.20
C 1.03 3.98 -3.40
C 1.31 2.89 -2.60
H -1.48 2.96 -0.62
H -1.96 4.91 -2.06
H -0.36 5.55 -3.83
H 1.72 4.27 -4.18
H 2.22 2.32 -2.74

Atom charges from the natural (NBO) analysis, given in e for atoms 1 to 2: atom 1 (Re): 1.369, atom 2 (Br): 0.188

7.
Molecular formula: C4H18NO5
Method: DFT, wB97M-V/def2-TZVPD

Calculated values
- molar mass (g/mol) = 160.2
- energy above the lowest of the compared OMol25 structures with the same formula, charge and spin (eV) = 1.6187
- HOMO level (eV) = -13.8
- total charge = +1
- LUMO (Ha) = -0.096

CARTESIAN COORDINATES (ANGSTROEM)
C -0.44 -0.48 -1.16
C -0.67 0.27 0.13
C 0.43 -0.12 1.14
C 0.24 -0.85 2.49
O -0.84 -1.27 2.87
N -2.07 -0.03 0.67
H -0.67 0.06 -2.11
H -1.14 -1.31 -1.33
H 0.57 -0.82 -1.30
H -0.80 1.36 -0.02
H 1.05 0.75 1.40
H 1.17 -0.69 0.56
H 1.05 -0.96 3.21
H -2.01 -0.88 1.29
H -2.84 -0.11 0.01
H -2.28 0.65 1.40
H 2.44 -1.35 -3.68
H 2.92 -1.60 -2.31
O 2.48 -0.92 -2.82
H 0.63 4.01 0.95
H 0.14 4.45 2.36
O -0.08 3.89 1.59
H 3.75 -2.68 -0.39
H 3.16 -3.34 0.74
O 2.90 -2.67 0.08
H -2.34 1.51 -2.32
H -3.83 1.61 -1.91
O -2.93 1.53 -1.55

Atom charges from the natural (NBO) analysis, given in e for atoms 1 to 2: atom 1 (C): -0.654, atom 2 (C): -0.038

8.
Molecular formula: C4H11NO
Method: DFT, wB97M-V/def2-TZVPD

Calculated values
- 2S+1 = 2
- molar mass (g/mol) = 89.1
- energy above the lowest of the compared OMol25 structures with the same formula, charge and spin (eV) = 1.7000
- HOMO level (alpha / beta) (eV) = 1.5 / -2.7
- total charge = -1
- LUMO (alpha / beta) (Ha) = 0.140 / 0.138
- expectation value of S² = 0.75

CARTESIAN COORDINATES (ANGSTROEM)
C -0.16 1.97 -1.65
C -0.94 0.76 -1.15
N -0.47 -0.54 -1.57
H -0.21 2.27 -2.75
H -0.46 2.84 -1.02
H 0.94 2.06 -1.37
H -0.90 0.82 -0.09
H -2.16 0.95 -1.22
H -1.11 -0.90 -2.24
H 0.51 -0.57 -1.87
O -1.04 -0.81 1.85
C -0.07 -1.17 2.46
C 1.26 -1.52 1.83
H -0.10 -1.31 3.61
H 1.84 -2.35 2.41
H 1.98 -0.72 1.99
H 1.09 -1.79 0.77

Atom charges from the natural (NBO) analysis, given in e for atoms 1 to 2: atom 1 (C): -0.646, atom 2 (C): -0.232

9.
Molecular formula: C30H36CsN13O6S3
Method: DFT, wB97M-V/def2-TZVPD

Calculated values
- molar mass (g/mol) = 903.8
- energy above the lowest of the compared OMol25 structures with the same formula, charge and spin (eV) = 0.7834
- HOMO level (eV) = -3.4
- total charge = -2
- LUMO (Ha) = 0.124

CARTESIAN COORDINATES (ANGSTROEM)
Cs 0.00 0.35 1.03
C 4.22 3.80 4.48
C 3.04 2.85 4.66
N 1.96 3.10 3.73
C 2.04 2.75 2.39
S 0.85 3.51 1.37
N 3.03 1.94 2.11
N 2.94 1.30 0.88
C 4.03 1.17 0.22
C 5.33 1.80 0.61
C 3.98 0.29 -0.99
C 5.15 0.04 -1.71
C 5.10 -0.78 -2.82
C 3.89 -1.32 -3.20
C 2.78 -1.03 -2.43
N 2.81 -0.26 -1.35
H 5.06 3.53 5.13
H 3.93 4.83 4.72
H 4.56 3.77 3.45
H 2.63 2.92 5.67
H 3.38 1.82 4.52
H 1.46 3.97 3.85
H 5.15 2.58 1.36
H 5.83 2.25 -0.25
H 6.02 1.07 1.05
H 6.08 0.47 -1.38
H 6.01 -0.98 -3.39
H 3.79 -1.96 -4.07
H 1.82 -1.45 -2.68
C 1.60 -5.77 -1.68
C 0.17 -5.38 -1.76
N -0.82 -6.12 -2.16
N -1.91 -5.30 -2.01
C -1.62 -4.09 -1.51
S -2.62 -2.77 -1.21
N -0.27 -4.16 -1.35
N 0.59 -3.14 -0.91
H 1.71 -6.76 -2.13
H 1.94 -5.80 -0.65
H 2.21 -5.05 -2.21
H -2.83 -5.60 -2.28
H 0.73 -3.33 0.09
H 0.01 -2.30 -0.95
C -3.37 -3.92 2.81
C -3.28 -2.87 3.90
C -1.86 -2.33 4.21
C -1.95 -1.27 5.30
C -0.60 -0.66 5.66
C -1.04 -3.50 4.71
O -1.17 -3.98 5.82
N -0.15 -4.01 3.81
C 0.09 -3.51 2.52
O 0.86 -4.18 1.83
N -0.47 -2.36 2.10
C -1.34 -1.71 2.90
O -1.79 -0.61 2.60
H -4.41 -4.23 2.67
H -2.80 -4.82 3.06
H -3.01 -3.56 1.84
H -3.69 -3.25 4.84
H -3.87 -1.99 3.62
H -2.40 -1.73 6.18
H -2.62 -0.49 4.94
H 0.10 -1.43 6.00
H -0.69 0.07 6.46
H -0.15 -0.14 4.81
H 0.37 -4.83 4.07
O -6.18 5.00 -8.17
S -5.02 4.15 -8.04
O -5.32 2.76 -7.74
O -4.00 4.34 -9.05
C -4.21 4.76 -6.53
N -4.22 6.09 -6.34
C -3.63 6.52 -5.23
C -3.02 5.68 -4.32
C -3.05 4.33 -4.61
N -3.64 3.87 -5.71
C -2.40 3.31 -3.72
C -2.75 1.97 -3.80
C -2.15 1.07 -2.94
N -1.23 1.41 -2.04
C -0.89 2.69 -1.97
C -1.45 3.67 -2.78
H -3.64 7.59 -5.06
H -2.58 6.07 -3.42
H -3.48 1.65 -4.53
H -2.41 0.02 -2.98
H -0.13 2.95 -1.24
H -1.11 4.69 -2.67

Atom charges from the Mulliken analysis, given in e for atoms 1 to 2: atom 1 (Cs): 1.120, atom 2 (C): -0.963

10.
Molecular formula: C7H15ClI2O2PY
Method: DFT, wB97M-V/def2-TZVPD

Calculated values
- molar mass (g/mol) = 540.3
- energy above the lowest of the compared OMol25 structures with the same formula, charge and spin (eV) = 0.6450
- HOMO level (alpha / beta) (eV) = -15.7 / -15.7
- total charge = +2
- LUMO (alpha / beta) (Ha) = -0.387 / -0.386

CARTESIAN COORDINATES (ANGSTROEM)
I -1.45 -1.69 -0.13
I -1.60 1.97 -0.21
Y 1.12 0.29 0.58
P 0.44 0.03 -2.51
C -1.22 -0.02 -3.33
C 1.18 1.41 -3.47
H 2.19 -1.62 -2.98
H 1.29 -1.15 -4.45
H 0.57 -2.31 -3.28
C 1.19 -1.41 -3.38
H 2.20 1.63 -3.10
H 1.25 1.09 -4.53
H -1.10 -0.02 -4.42
H -1.81 0.86 -3.03
H 0.57 2.33 -3.40
H -1.76 -0.92 -3.03
C -3.62 0.06 0.03
O -4.66 0.01 0.53
Cl 3.55 0.11 0.17
C -0.93 0.60 4.31
C 0.34 0.01 3.85
C 1.15 -0.81 4.76
O 0.79 0.30 2.69
H -0.95 0.63 5.41
H -1.84 0.05 3.98
H -1.04 1.63 3.91
H 1.12 -1.89 4.57
H 2.21 -0.54 4.66
H 0.81 -0.64 5.79

Atom charges from the natural (NBO) analysis, given in e for atoms 1 to 2: atom 1 (I): 0.138, atom 2 (I): 0.140